Computed, not measured: 17 unconnected molecules or ions with the total composition C40H107N2O18 at a distorted geometry, with ωB97M-V with the def2-TZVPD basis set.

Last columns: bonded neighbours and bond lengths (Å).
CARTESIAN COORDINATES (ANGSTROEM)
1 C 2.0488 1.5512 1.1018  C2 1.571, H29 1.127, H30 1.114, H31 1.117
2 C 2.9330 0.2751 1.3400  C1 1.571, C3 1.577, H32 1.123, H33 1.120
3 C 2.5286 -0.5066 2.6487  C2 1.577, C4 1.583, H34 1.116, H35 1.122
4 C 1.4206 -1.6045 2.3766  C3 1.583, C5 1.587, H36 1.117, H37 1.124
5 C 0.4449 -1.7021 3.6247  C4 1.587, C6 1.576, H38 1.123, H39 1.119
6 C -0.8299 -0.7878 3.4785  C5 1.576, C7 1.571, H40 1.120, H41 1.116
7 C -1.9624 -1.3208 4.4283  C6 1.571, C8 1.587, H42 1.124, H43 1.115
8 C -3.4001 -1.0682 3.8066  C7 1.587, C9 1.576, H44 1.119, H45 1.129
9 C -3.6381 0.4289 3.3770  C8 1.576, C10 1.580, H46 1.122, H47 1.124
10 C -4.0390 0.6026 1.8584  C9 1.580, C11 1.580, H48 1.118, H49 1.127
11 C -2.7945 0.9505 0.9486  C10 1.580, C12 1.577, H50 1.116, H51 1.119
12 C -3.1906 1.6583 -0.4042  C11 1.577, C13 1.597, H52 1.117, H53 1.118
13 C -1.8938 1.7036 -1.3350  C12 1.597, C14 1.586, H54 1.120, H55 1.116
14 C -2.0778 0.9531 -2.7196  C13 1.586, C15 1.588, H56 1.119, H57 1.118
15 C -0.9366 -0.1336 -2.9161  C14 1.588, C16 1.604, H58 1.114, H59 1.120
16 C -1.5773 -1.5648 -3.2527  C15 1.604, C17 1.544, H60 1.109, H61 1.124
17 C -1.8496 -2.3835 -1.9722  C16 1.544, C18 1.478, N22 1.353
18 C -2.9038 -1.8889 -1.0625  C17 1.478, C19 1.440, H62 1.104
19 C -3.0938 -2.7124 0.1030  C18 1.440, C20 1.458, H63 1.110
20 C -2.2774 -3.8921 0.3621  C19 1.458, N21 1.330, H64 1.111
21 N -1.3499 -4.2570 -0.5185  C20 1.330, N22 1.304
22 N -1.2216 -3.5176 -1.5844  C17 1.353, N21 1.304, C23 1.515
23 C -0.1783 -4.0247 -2.5582  N22 1.515, C24 1.586, H65 1.115, H66 1.117
24 C 0.1386 -5.5504 -2.2624  C23 1.586, C25 1.595, H67 1.121, H68 1.110
25 C 0.9425 -6.1398 -3.5082  C24 1.595, C26 1.566, H69 1.126, H70 1.110
26 C 0.4625 -7.5902 -3.8526  C25 1.566, O27 1.187, O28 1.407
27 O 1.2113 -8.5002 -3.9921  C26 1.187
28 O -0.9068 -7.8431 -4.0546  C26 1.407, H71 0.975
29 H 0.9822 1.2482 1.3015  C1 1.127
30 H 2.3538 2.4361 1.7065  C1 1.114
31 H 2.0849 1.8650 0.0300  C1 1.117
32 H 4.0114 0.5873 1.3623  C2 1.123
33 H 2.8078 -0.4209 0.4708  C2 1.120
34 H 3.4586 -0.9658 3.0594  C3 1.116
35 H 2.1214 0.1663 3.4488  C3 1.122
36 H 0.8741 -1.4269 1.4189  C4 1.117
37 H 1.9649 -2.5867 2.3180  C4 1.124
38 H 1.0409 -1.3577 4.5117  C5 1.123
39 H 0.1993 -2.7792 3.8026  C5 1.119
40 H -1.1278 -0.8133 2.3990  C6 1.120
41 H -0.5515 0.2447 3.7986  C6 1.116
42 H -1.8506 -2.4375 4.4919  C7 1.124
43 H -1.9728 -0.8589 5.4436  C7 1.115
44 H -4.1694 -1.4336 4.5318  C8 1.119
45 H -3.4683 -1.7559 2.9134  C8 1.129
46 H -2.7825 1.1033 3.6454  C9 1.122
47 H -4.5274 0.7879 3.9641  C9 1.124
48 H -4.7337 1.4760 1.7908  C10 1.118
49 H -4.6173 -0.2859 1.4771  C10 1.127
50 H -2.1513 1.6688 1.5115  C11 1.116
51 H -2.1929 0.0203 0.7907  C11 1.119
52 H -3.4507 2.7240 -0.1939  C12 1.117
53 H -4.0592 1.1456 -0.8853  C12 1.118
54 H -1.0469 1.2681 -0.7448  C13 1.120
55 H -1.6643 2.7714 -1.5651  C13 1.116
56 H -2.0004 1.7047 -3.5452  C14 1.119
57 H -3.1082 0.5249 -2.7939  C14 1.118
58 H -0.2631 0.1390 -3.7605  C15 1.114
59 H -0.2987 -0.2515 -2.0028  C15 1.120
60 H -1.0337 -2.1072 -4.0534  C16 1.109
61 H -2.5890 -1.3287 -3.6806  C16 1.124
62 H -3.4933 -0.9795 -1.2729  C18 1.104
63 H -3.8807 -2.4447 0.8389  C19 1.110
64 H -2.4204 -4.5260 1.2635  C20 1.111
65 H 0.7703 -3.4458 -2.4732  C23 1.115
66 H -0.5894 -4.0260 -3.5970  C23 1.117
67 H -0.8218 -6.1288 -2.2442  C24 1.121
68 H 0.6820 -5.6936 -1.3053  C24 1.110
69 H 0.7062 -5.5297 -4.4243  C25 1.126
70 H 2.0425 -6.0889 -3.3654  C25 1.110
71 H -1.3664 -7.8951 -3.1958  O28 0.975
72 C 0.7310 3.4050 3.6651  O73 1.426, H74 1.089, H75 1.091, H76 1.092
73 O -0.5235 2.7279 3.6251  C72 1.426, H77 0.965
74 H 1.5041 2.6987 3.9630  C72 1.089
75 H 0.9651 3.8007 2.6754  C72 1.091
76 H 0.6862 4.2192 4.3922  C72 1.092
77 H -1.1861 3.3766 3.3590  O73 0.965
78 C -3.9646 -7.0893 -0.0660  O79 1.418, H80 1.090, H81 1.095, H82 1.094
79 O -5.1848 -7.3046 0.6233  C78 1.418, H83 0.964
80 H -4.0167 -6.1272 -0.5751  C78 1.090
81 H -3.1344 -7.0769 0.6474  C78 1.095
82 H -3.8094 -7.8800 -0.8054  C78 1.094
83 H -5.1192 -8.1581 1.0660  O79 0.964
84 C 3.3603 4.8407 -0.6238  O85 1.426, H86 1.088, H87 1.094, H88 1.092
85 O 2.1001 4.1757 -0.6762  C84 1.426, H89 0.963
86 H 4.1216 4.1237 -0.3229  C84 1.088
87 H 3.6089 5.2412 -1.6107  C84 1.094
88 H 3.3167 5.6504 0.1081  C84 1.092
89 H 1.4409 4.8252 -0.9427  O85 0.963
90 C 2.4339 0.9339 -5.6501  O91 1.426, H92 1.089, H93 1.091, H94 1.092
91 O 1.1106 1.3560 -5.9731  C90 1.426, H95 0.964
92 H 2.3864 -0.0609 -5.2083  C90 1.089
93 H 3.0405 0.8990 -6.5564  C90 1.091
94 H 2.8773 1.6268 -4.9323  C90 1.092
95 H 1.1799 2.2356 -6.3610  O91 0.964
96 C -6.6524 0.1524 6.3326  O97 1.428, H98 1.088, H99 1.090, H100 1.092
97 O -6.3620 0.1271 4.9346  C96 1.428, H101 0.963
98 H -5.8962 0.7507 6.8369  C96 1.088
99 H -7.6335 0.5973 6.4997  C96 1.090
100 H -6.6333 -0.8641 6.7322  C96 1.092
101 H -7.0430 -0.4068 4.5116  O97 0.963
102 C 3.2028 6.6801 3.3949  O103 1.420, H104 1.090, H105 1.093, H106 1.093
103 O 3.9796 5.5839 2.9340  C102 1.420, H107 0.965
104 H 2.2114 6.6240 2.9464  C102 1.090
105 H 3.1097 6.6338 4.4826  C102 1.093
106 H 3.6794 7.6190 3.1006  C102 1.093
107 H 4.8481 5.6599 3.3475  O103 0.965
108 C 4.4465 4.0934 6.3945  O109 1.420, H110 1.089, H111 1.093, H112 1.094
109 O 5.0035 5.3432 6.0136  C108 1.420, H113 0.968
110 H 4.3727 3.4601 5.5110  C108 1.089
111 H 5.0896 3.6075 7.1332  C108 1.093
112 H 3.4479 4.2422 6.8151  C108 1.094
113 H 5.0591 5.8877 6.8121  O109 0.968
114 C -1.5297 -8.1503 -7.7240  O115 1.423, H116 1.089, H117 1.093, H118 1.093
115 O -1.9416 -7.3315 -6.6357  C114 1.423, H119 0.963
116 H -1.4441 -7.5293 -8.6141  C114 1.089
117 H -0.5582 -8.6015 -7.5047  C114 1.093
118 H -2.2695 -8.9342 -7.9024  C114 1.093
119 H -2.0096 -7.8992 -5.8610  O115 0.963
120 C 7.0162 2.4205 1.0302  O121 1.423, H122 1.089, H123 1.093, H124 1.093
121 O 5.8373 3.2097 0.9249  C120 1.423, H125 0.964
122 H 7.3889 2.2168 0.0279  C120 1.089
123 H 7.7789 2.9623 1.5949  C120 1.093
124 H 6.7890 1.4746 1.5294  C120 1.093
125 H 5.5245 3.3784 1.8213  O121 0.964
126 C -0.7663 -0.8200 -8.2515  O127 1.421, H128 1.087, H129 1.094, H130 1.095
127 O -1.4039 0.4235 -7.9919  C126 1.421, H131 0.965
128 H -1.3390 -1.3596 -9.0013  C126 1.087
129 H 0.2458 -0.6433 -8.6272  C126 1.094
130 H -0.7266 -1.4124 -7.3313  C126 1.095
131 H -0.8750 0.8787 -7.3248  O127 0.965
132 C 6.6118 1.3059 -6.8140  O133 1.425, H134 1.088, H135 1.092, H136 1.093
133 O 5.2921 1.7334 -7.1401  C132 1.425, H137 0.963
134 H 6.5561 0.3120 -6.3739  C132 1.088
135 H 7.2243 1.2656 -7.7173  C132 1.092
136 H 7.0592 1.9947 -6.0935  C132 1.093
137 H 5.3646 2.6125 -7.5273  O133 0.963
138 C 4.5018 8.4929 8.5356  O139 1.425, H140 1.088, H141 1.092, H142 1.092
139 O 5.2856 7.3964 8.0738  C138 1.425, H143 0.963
140 H 3.5148 8.4298 8.0817  C138 1.088
141 H 4.4024 8.4477 9.6222  C138 1.092
142 H 4.9725 9.4345 8.2452  C138 1.092
143 H 6.1535 7.4700 8.4857  O139 0.963
144 C 0.1921 -3.2341 -10.7985  O145 1.424, H146 1.088, H147 1.093, H148 1.093
145 O -1.0097 -3.5018 -10.0824  C144 1.424, H149 0.963
146 H 0.1074 -2.2541 -11.2645  C144 1.088
147 H 1.0439 -3.2346 -10.1131  C144 1.093
148 H 0.3405 -3.9896 -11.5736  C144 1.093
149 H -0.9133 -4.3714 -9.6794  O145 0.963
150 C -1.6915 5.4923 5.4819  O151 1.424, H152 1.089, H153 1.093, H154 1.093
151 O -1.2651 6.1042 4.2688  C150 1.424, H155 0.963
152 H -1.4323 4.4349 5.4511  C150 1.089
153 H -1.1876 5.9638 6.3292  C150 1.093
154 H -2.7743 5.5968 5.5866  C150 1.093
155 H -1.5048 7.0355 4.3224  O151 0.963
156 C -8.5103 0.1981 10.2253  O157 1.424, H158 1.088, H159 1.093, H160 1.093
157 O -7.9921 0.8083 9.0478  C156 1.424, H161 0.963
158 H -8.2933 -0.8677 10.1882  C156 1.088
159 H -8.0367 0.6313 11.1095  C156 1.093
160 H -9.5920 0.3439 10.2760  C156 1.093
161 H -8.1944 1.7487 9.1010  O157 0.963
162 C 3.2629 -2.5711 -6.5337  O163 1.419, H164 1.089, H165 1.094, H166 1.095
163 O 3.7902 -1.9704 -7.7063  C162 1.419, H167 0.964
164 H 3.4881 -3.6362 -6.5570  C162 1.089
165 H 3.7245 -2.1237 -5.6484  C162 1.094
166 H 2.1774 -2.4311 -6.5018  C162 1.095
167 H 3.5819 -1.0297 -7.6676  O163 0.964

## Properties
Highest occupied orbital energy (eV): -11.33
2S+1: 1
Net charge: +1
Maximum force (eV Å⁻¹): 3.5
Frontier orbital gap (eV): 7.5